[1]
# C20H36B3F9N2O11S

A cluster of 4 separate species, C20H36B3F9N2O11S in total at a distorted geometry (ωB97M-V/def2-TZVPD, OMol25).

Properties
* E: -3092.4610 a.u.
* multiplicity: 1
* gap between HOMO and LUMO: 9.15 eV
* energy relative to the best compared isomer or geometry (same formula, charge and spin): 177.4 kcal per mole
* SMILES string: CCNB1OB(CCCCCN)OB(S(C)(=O)=O)O1.CCOC(=O)C(F)(F)F.CCOC(=O)C(F)(F)F.CCOC(=O)C(F)(F)F

```
82
Properties=species:S:1:pos:R:3:forces:R:3:lowdin_charge:R:1
C 0.47117 2.46352 6.31403 -0.889 -0.051 -1.207 -0.1168
C 0.98854 3.14610 4.88622 -1.244 0.448 0.867 -0.2573
N 2.47031 2.85963 4.61840 -0.085 3.243 -1.183 0.0620
B 2.91319 3.66853 3.38716 -0.100 0.336 0.747 -0.4494
O 4.30973 4.00274 3.04573 -2.523 -1.631 -2.813 0.1871
B 4.57676 3.87936 1.59542 0.652 0.353 -0.064 -0.3171
C 6.09590 3.46780 1.01544 0.040 0.225 -0.432 -0.0964
C 6.14528 1.85021 0.72378 0.462 -0.418 0.163 -0.2162
C 4.99241 1.29893 -0.30311 0.113 -0.348 -0.588 -0.1968
C 5.21036 -0.28257 -0.77110 -0.430 0.206 0.339 -0.1890
C 5.56578 -1.29689 0.46639 0.079 -0.630 -0.374 -0.2781
N 4.54079 -2.44333 0.39335 0.272 0.917 1.543 -0.0760
O 3.53849 4.05565 0.52231 -2.176 -1.167 4.127 0.1466
B 2.17839 3.90700 1.07587 2.483 1.359 2.220 -0.3787
S 0.69025 3.40375 -0.02008 -5.438 3.934 -3.609 0.8171
C 0.17387 1.60418 0.23657 -0.501 -1.162 0.232 -0.1689
O -0.50621 4.29198 0.50087 4.003 -3.237 -0.620 -0.4064
O 0.89540 3.76948 -1.51704 0.514 -2.132 4.413 -0.4011
O 1.84539 4.17207 2.50084 2.795 -2.406 -2.774 0.1463
H 1.07460 1.48279 6.52238 -1.057 2.020 -0.192 0.0791
H -0.65564 2.14212 6.10490 2.397 0.657 0.641 0.0811
H 0.44180 3.22553 7.20390 0.393 -1.617 -1.701 0.0757
H 0.28146 2.73865 4.02942 1.854 0.877 1.684 0.1267
H 0.86151 4.32988 4.94166 -0.157 -2.592 -0.115 0.1344
H 2.96693 3.23894 5.47053 -0.302 -0.966 -1.264 0.1294
H 6.31357 4.07028 0.00846 -0.555 -1.360 2.118 0.1288
H 6.95705 3.72560 1.76458 -1.714 -0.466 -1.312 0.1144
H 6.12455 1.31833 1.78733 -0.187 0.992 -2.342 0.1160
H 7.19832 1.55340 0.25459 -2.208 0.769 0.943 0.1315
H 5.00367 1.97764 -1.28249 -0.087 -1.407 2.163 0.1368
H 3.89023 1.34255 0.12906 2.327 0.124 -0.612 0.1080
H 4.15803 -0.61969 -1.22039 2.393 0.578 0.857 0.0937
H 6.01912 -0.41564 -1.60720 -1.565 0.498 1.579 0.1133
H 6.62023 -1.82895 0.30505 -2.195 1.430 0.389 0.1239
H 5.55857 -0.77827 1.52430 0.059 -0.794 -2.165 0.1015
H 4.67066 -3.04365 1.26029 -0.393 0.993 -1.432 0.0732
H 3.58283 -2.01027 0.45403 1.291 -0.681 0.115 0.0548
H -0.27350 1.45370 1.32692 1.406 0.789 -2.451 0.0851
H -0.72025 1.33631 -0.50634 2.080 1.099 1.383 0.1176
H 1.05562 0.85687 0.02433 -1.614 1.701 0.472 0.0724
C -3.16482 -2.85872 -2.10992 0.238 0.411 -0.089 -0.0647
C -2.80653 -3.68130 -0.88574 -0.733 -0.333 -0.625 -0.1978
O -1.74325 -3.05813 -0.14882 0.234 1.546 1.597 0.0160
C -2.10360 -2.01043 0.65822 -2.978 -1.093 -1.473 -0.3143
O -3.25512 -1.59671 0.77069 3.109 -0.626 0.216 0.1416
C -0.89231 -1.47014 1.41499 1.851 0.687 1.324 -0.4618
F 0.19439 -1.28969 0.61008 -1.027 -0.364 0.322 0.1186
F -0.49162 -2.31409 2.40954 -0.671 0.515 -0.996 0.1504
F -1.12639 -0.26621 2.00925 -0.407 -1.423 -0.535 0.1150
H -2.27786 -2.68166 -2.72701 -0.072 -0.216 0.031 0.0805
H -3.92140 -3.36939 -2.71230 0.175 0.046 0.120 0.0857
H -3.55512 -1.87631 -1.82737 0.000 -0.244 -0.012 0.0659
H -2.44100 -4.66423 -1.20141 0.249 0.282 0.265 0.1291
H -3.67728 -3.85293 -0.24188 0.238 0.245 0.005 0.1236
C 1.98976 -1.06550 -3.50358 0.028 -0.413 -0.065 -0.0632
C 1.27014 -0.23879 -4.55349 0.032 0.363 0.805 -0.2030
O 1.34985 -0.87141 -5.84011 -1.100 -1.446 -0.965 0.0137
C 0.47910 -1.90767 -6.05643 -0.700 1.037 3.040 -0.3227
O -0.33427 -2.30406 -5.22509 1.738 0.567 -2.310 0.1340
C 0.63702 -2.45938 -7.47153 0.295 -1.144 -2.442 -0.4703
F 1.94163 -2.66145 -7.81579 -1.017 0.315 0.706 0.1404
F 0.12347 -1.61366 -8.41118 0.296 -0.405 1.148 0.1430
F 0.00894 -3.65527 -7.65247 0.473 1.272 0.698 0.1409
H 3.02301 -1.25990 -3.80929 -0.099 0.175 0.075 0.0861
H 1.99494 -0.54871 -2.53975 -0.011 0.018 -0.146 0.0644
H 1.51073 -2.04006 -3.36919 -0.030 0.186 0.038 0.0779
H 1.75956 0.73639 -4.64785 -0.082 -0.272 -0.332 0.1307
H 0.22604 -0.04985 -4.27713 0.149 -0.226 -0.189 0.1270
C -8.86505 -1.37608 2.77809 0.312 -0.227 0.049 -0.0656
C -9.27473 -0.80887 1.43123 -0.594 -0.112 0.580 -0.2101
O -8.13185 -0.65801 0.57506 0.981 -1.201 -1.284 0.0120
C -7.68499 -1.79899 -0.03917 -2.608 -1.034 1.733 -0.3199
O -8.20117 -2.90415 0.10920 1.606 2.431 -0.704 0.1416
C -6.49899 -1.49251 -0.95093 2.180 0.650 -1.339 -0.4594
F -5.56288 -0.70243 -0.35024 -1.246 -0.727 -0.278 0.1349
F -6.88052 -0.83415 -2.08360 -0.142 -0.602 1.054 0.1471
F -5.83976 -2.61109 -1.36512 -1.247 0.768 0.729 0.1271
H -8.08216 -0.76005 3.23246 -0.209 0.037 -0.050 0.0847
H -9.72154 -1.42079 3.45668 0.083 0.053 -0.122 0.0831
H -8.45418 -2.38499 2.67524 -0.179 0.106 -0.030 0.0761
H -9.70129 0.19009 1.57105 0.349 -0.080 -0.274 0.1267
H -10.04404 -1.42296 0.94822 0.339 -0.002 -0.018 0.1269
```
Positions in Å, forces in eV/Å.

***

[2]
# C20H36BFN3O7

A cluster of 3 separate species, C20H36BFN3O7 in total at a distorted geometry (ωB97M-V/def2-TZVPD, OMol25).

Properties
* E: -1599.2105 a.u.
* total charge: +1
* multiplicity: 1
* gap between HOMO and LUMO: 7.87 eV

```
68
Properties=species:S:1:pos:R:3:forces:R:3:lowdin_charge:R:1
C 1.57768 -4.26986 5.64837 0.270 0.215 -0.297 -0.0436
C 1.32042 -3.79202 4.23634 -0.151 -0.394 0.332 -0.2098
O -0.09099 -3.54275 4.06031 -0.141 0.562 0.278 -0.0823
C -0.40848 -2.92827 2.86169 0.991 -0.834 -0.265 -0.2490
C -1.24047 -3.83589 1.97142 -1.250 -0.110 -0.321 -0.1847
C -2.47969 -4.42177 2.63557 -0.006 -0.301 0.394 -0.1703
C -3.74801 -3.85541 2.55685 -0.140 -0.010 -0.102 -0.0458
C -4.84658 -4.45490 3.15830 -0.075 -0.334 0.244 -0.0584
C -4.70971 -5.64894 3.85862 0.618 0.414 -0.374 -0.0606
C -3.44547 -6.22131 3.93917 -0.352 0.041 0.045 -0.0586
C -2.34991 -5.61760 3.33761 -0.207 -0.211 0.175 -0.0263
N -1.55394 -3.19821 0.68839 0.292 0.234 0.371 0.0714
C -1.55767 -1.76182 0.68135 0.205 -0.016 0.340 -0.2321
C -2.51971 -1.24133 -0.35750 -0.015 0.474 -0.296 -0.3976
O -3.18285 -1.94909 -1.04144 -0.548 -0.391 0.031 0.1954
N -2.61914 0.20130 -0.42060 0.037 -0.691 -0.089 0.1643
C -1.57748 0.70894 -1.24484 -0.506 0.021 0.533 -0.5450
O -1.01095 0.11823 -2.07949 0.796 -0.691 -0.728 0.2190
F -1.27112 1.93960 -0.92126 -0.116 0.822 0.283 0.1639
C -1.90352 -1.07970 2.01518 0.204 0.599 -0.307 -0.0167
N -0.99901 -1.56481 3.13174 -0.524 -0.234 -0.163 0.1398
B -1.70626 -1.41935 4.50107 -0.266 0.415 0.761 -0.6590
O -2.53666 -2.36022 4.95806 0.561 -0.178 -0.414 0.2636
O -1.51464 -0.23702 5.15825 0.603 -0.582 0.047 0.2321
H 2.60265 -4.00138 5.88658 0.154 -0.092 0.178 0.0854
H 0.93283 -3.74583 6.34551 -0.136 -0.057 0.155 0.0820
H 1.48782 -5.34379 5.74643 -0.268 -0.117 0.124 0.0837
H 1.90177 -2.88516 4.06924 -0.125 0.202 -0.286 0.1239
H 1.60053 -4.56169 3.52101 0.257 0.056 -0.206 0.1322
H 0.52895 -2.74008 2.33575 -0.041 0.278 -0.313 0.1693
H -0.58832 -4.68252 1.76780 0.264 -0.068 0.086 0.1585
H -3.92872 -2.94930 1.99631 0.049 0.046 -0.112 0.1017
H -5.83043 -4.01683 3.08851 -0.019 0.199 -0.141 0.1098
H -5.56059 -6.13209 4.30477 -0.166 -0.052 0.098 0.1078
H -3.35069 -7.16018 4.46298 0.240 -0.091 0.019 0.1090
H -1.40041 -6.12847 3.41641 0.192 0.128 -0.107 0.1174
H -2.40549 -3.56997 0.28925 0.000 -0.018 -0.116 0.1229
H -0.56409 -1.39310 0.39233 0.082 0.120 -0.063 0.1677
H -3.52329 0.38269 -0.85386 -0.007 0.386 0.042 0.1638
H -1.71060 -0.01959 1.89886 0.013 0.176 0.107 0.1389
H -2.94381 -1.15267 2.30668 -0.116 -0.446 0.104 0.1371
H -0.21996 -0.91165 3.14164 0.080 -0.015 0.048 0.1876
H -2.42325 -2.43536 5.91522 -0.629 0.061 0.081 0.1550
H -0.59388 0.00382 5.31800 -0.140 0.449 -0.104 0.1301
C 1.86310 3.48394 -4.91850 0.128 0.127 0.002 -0.0541
C 0.58362 4.15609 -4.44430 -0.059 -0.442 -0.279 -0.4969
C -0.34728 3.16042 -3.76738 -0.108 0.129 0.052 -0.0734
O -0.07953 4.77798 -5.54198 0.016 0.215 0.162 -0.0480
H 1.64041 2.70647 -5.65409 -0.053 -0.053 0.063 0.0851
H 2.51740 4.20928 -5.40252 0.001 0.021 0.039 0.0611
H 2.40287 3.02725 -4.08690 0.001 -0.021 -0.016 0.0812
H 0.82940 4.95773 -3.74645 -0.051 0.099 -0.069 0.1371
H -0.64010 2.37376 -4.46836 0.097 -0.040 -0.004 0.0854
H -1.26000 3.65785 -3.43471 0.035 0.037 0.023 0.0815
H 0.13154 2.69414 -2.90745 0.039 -0.028 -0.020 0.0609
H -0.30730 4.09164 -6.17799 0.013 0.002 -0.028 0.0877
C 4.00541 6.88154 -5.72151 -0.091 -0.149 -0.079 -0.0687
C 5.33383 6.18047 -5.47928 0.013 0.520 -0.007 -0.5062
C 6.13412 6.86888 -4.38325 0.102 -0.131 0.055 -0.0651
O 6.09378 6.13493 -6.68483 -0.026 -0.262 0.028 -0.0509
H 4.16862 7.91171 -6.04856 0.041 0.029 0.092 0.0822
H 3.44451 6.37805 -6.50953 -0.009 -0.029 0.027 0.0765
H 3.39574 6.89841 -4.81625 -0.007 0.034 -0.009 0.0770
H 5.15210 5.14149 -5.19922 0.063 -0.057 -0.098 0.1302
H 6.36448 7.89865 -4.66866 -0.087 0.028 0.005 0.0813
H 7.08243 6.35545 -4.22289 -0.022 -0.032 0.006 0.0787
H 5.58379 6.88750 -3.44106 -0.004 0.027 -0.005 0.0774
H 6.27015 7.04168 -6.95688 0.004 0.011 -0.013 0.0868
```
Positions in Å, forces in eV/Å.

***

[3]
# C20H36Br2Cl10N4OS

A cluster of 6 separate species, C20H36Br2Cl10N4OS in total at a distorted geometry (ωB97M-V/def2-TZVPD, OMol25).

Properties
* E: -11226.0859 a.u.
* multiplicity: 1
* gap between HOMO and LUMO: 9.33 eV
* energy relative to the best compared isomer or geometry (same formula, charge and spin): 0.0 kcal per mole
* SMILES string: C[C@H](Br)[C@H](Br)[C@H]1[C@H](N=C=S)C(=O)N[C@]1(N)CCN.ClCCCl.ClCCCl.ClCCCl.ClCCCl.ClCCCl

```
74
Properties=species:S:1:pos:R:3:forces:R:3:lowdin_charge:R:1
C -1.98442 0.25242 -0.82994 0.629 0.590 -0.696 -0.2568
C -0.76814 0.67300 -1.67773 -0.873 -1.104 0.027 -0.7408
Br -1.44938 0.99916 -3.50329 0.307 0.363 0.241 0.6659
C 0.34049 -0.40388 -1.73483 -0.101 0.876 0.614 -0.6669
Br -0.36324 -2.05641 -2.48751 0.432 0.080 -0.008 0.7568
C 0.90987 -0.56238 -0.31129 -0.031 -0.929 -0.231 -0.2427
C 0.79236 -1.87133 0.45922 -1.030 0.056 1.081 -0.2243
N -0.57686 -2.32873 0.86286 1.035 -0.087 -0.780 0.0877
C -0.61482 -3.47990 1.23178 -0.464 -0.135 1.885 -0.7668
S -0.64682 -4.82360 2.07016 -0.143 0.364 -0.975 0.7193
C 1.59403 -1.44999 1.72756 0.430 0.456 -0.579 -0.3796
O 1.44394 -1.84256 2.85006 -0.067 -0.430 0.117 0.0948
N 2.50421 -0.45815 1.33262 -0.596 -0.394 -0.305 0.1539
C 2.43357 -0.35304 -0.13055 1.234 -0.220 -0.420 -0.4562
N 3.23811 -1.49608 -0.62169 -0.465 -0.170 -0.543 0.1136
C 2.98602 0.92894 -0.78608 -0.326 0.451 0.693 -0.1107
C 4.15305 1.56277 -0.00110 -0.651 0.145 0.277 -0.2862
N 3.65014 2.50548 1.01403 0.215 -0.144 0.190 0.0083
H -2.58249 1.14692 -0.65618 -0.110 -0.151 0.056 0.0597
H -1.69352 -0.16019 0.13636 0.230 0.034 -0.597 -0.0427
H -2.58449 -0.46549 -1.38548 0.001 -0.106 0.229 0.0485
H -0.38103 1.61556 -1.29085 0.285 -0.045 -0.309 0.0935
H 1.13250 -0.00272 -2.36765 -0.110 -0.485 -0.338 0.0808
H 0.41693 0.15135 0.35662 0.121 0.311 -0.297 0.1528
H 1.26824 -2.73202 -0.00140 0.372 0.405 -0.278 0.1283
H 3.42472 -0.52459 1.75122 -0.078 0.250 0.257 0.0917
H 4.02683 -1.66774 -0.01525 0.012 0.081 0.034 0.0272
H 3.60041 -1.32884 -1.55233 -0.035 -0.003 -0.008 0.0739
H 2.15359 1.64482 -0.86156 0.287 0.201 0.037 0.1132
H 3.29157 0.73997 -1.81857 -0.082 -0.302 0.108 0.0976
H 4.83283 2.08701 -0.67563 -0.094 -0.053 -0.079 0.0830
H 4.75045 0.78101 0.48566 -0.281 0.365 -0.226 0.0117
H 2.65353 2.64584 0.91942 0.006 0.048 -0.071 0.0543
H 3.78128 2.13884 1.94864 0.042 0.034 0.001 0.0438
Cl -0.39263 2.80040 -7.93600 0.016 -0.017 0.008 0.5346
C -1.72485 3.37914 -6.90365 -0.122 -0.014 -0.004 -0.6678
C -1.39993 4.69246 -6.23787 -0.094 0.058 0.005 -0.6652
Cl -0.11588 4.52373 -5.01592 0.060 0.044 0.001 0.5243
H -1.94067 2.60625 -6.16998 0.085 0.007 0.018 0.0305
H -2.59554 3.49972 -7.54652 0.024 0.046 -0.013 0.0723
H -2.28182 5.06918 -5.72179 -0.011 -0.064 0.015 0.0720
H -1.07944 5.43785 -6.96167 0.066 -0.049 -0.008 0.0661
Cl 5.41972 -0.81403 3.80573 0.057 0.018 -0.135 0.5362
C 4.60163 -1.06289 5.37299 -0.122 -0.002 0.241 -0.6414
C 3.11895 -0.80338 5.28577 0.014 -0.195 0.062 -0.6567
Cl 2.76169 0.92107 5.00958 -0.002 0.049 -0.066 0.5426
H 5.07946 -0.41256 6.10169 0.036 0.061 -0.089 0.0668
H 4.78009 -2.09683 5.66349 -0.041 -0.020 -0.081 0.0741
H 2.64428 -1.08216 6.22546 0.063 0.051 0.046 0.0772
H 2.65372 -1.37070 4.48314 0.022 0.108 0.005 0.0268
Cl -3.14988 -0.12622 1.82770 -0.597 -0.054 0.745 0.6482
C -4.84971 0.19672 2.26801 -0.019 0.014 0.188 -0.6265
C -5.81492 -0.48166 1.33212 -0.079 -0.040 0.059 -0.6784
Cl -5.77723 0.22932 -0.30451 0.029 -0.001 -0.033 0.5463
H -4.99394 1.27452 2.27810 0.033 -0.004 -0.075 0.0713
H -4.99573 -0.17913 3.27993 -0.026 -0.054 -0.032 0.0722
H -6.82962 -0.36455 1.70696 0.099 0.014 -0.041 -0.0175
H -5.60152 -1.54399 1.24035 0.054 0.025 -0.050 0.0730
Cl -9.06726 -2.16330 0.55289 0.019 -0.007 0.011 0.5602
C -10.38590 -1.60565 1.61317 -0.087 -0.032 -0.004 -0.6573
C -10.06358 -0.28722 2.26907 -0.129 0.083 -0.052 -0.6458
Cl -8.74562 -0.43766 3.46145 -0.049 0.015 0.103 0.5683
H -10.57511 -2.38126 2.35120 0.072 0.005 0.010 0.0683
H -11.27212 -1.49706 0.98998 0.024 0.053 -0.014 0.0734
H -10.93599 0.08180 2.80584 0.004 -0.056 0.030 0.0726
H -9.76877 0.46002 1.53603 0.075 -0.045 -0.003 0.0722
Cl 6.43011 -0.89389 0.33796 0.472 -0.234 -0.086 0.6131
C 7.00220 -1.62508 -1.19178 0.046 -0.217 0.015 -0.6169
C 7.55677 -0.61633 -2.16332 0.115 0.003 0.026 -0.6448
Cl 6.29867 0.44942 -2.83199 -0.093 0.033 0.025 0.5796
H 6.17202 -2.17834 -1.62562 -0.038 0.052 0.019 0.0666
H 7.78326 -2.33275 -0.91910 0.016 0.025 -0.001 0.0755
H 8.00534 -1.13891 -3.00659 -0.027 -0.046 0.020 0.0751
H 8.31631 0.00848 -1.69965 -0.065 0.038 0.029 0.0721
```
Positions in Å, forces in eV/Å.

***

Which of these has the highest E? C20H36BFN3O7

***

Which formula does entry 2 have? C20H36BFN3O7

***

Among the records above, which one has the highest gap between HOMO and LUMO? C20H36Br2Cl10N4OS